Record 1
A molecular structure, C15H19CoNO5S4. Source: the OMol25 dataset; level of theory: wB97M-V/def2-TZVPD.

Last column: Löwdin spin population.
Positions of all 45 atoms, in Å:
Co: 0.072 0.101 -0.042  0.993
C: -4.365 -2.366 -1.267  0.000
C: -5.256 -1.298 -0.644  0.000
S: -4.888 0.337 -1.344  0.000
C: -5.178 1.408 0.089  0.000
C: -4.029 2.373 0.352  0.005
S: -2.399 1.689 0.764  0.018
C: -2.885 0.515 2.054  0.000
C: -1.691 -0.105 2.768  -0.001
S: -0.495 -1.061 1.798  -0.005
C: -1.241 -2.674 1.454  -0.001
C: -2.588 -2.772 0.763  0.000
S: -2.598 -2.162 -0.946  0.001
H: -4.465 -2.350 -2.353  0.000
H: -4.687 -3.356 -0.935  0.000
H: -5.101 -1.255 0.435  0.000
H: -6.304 -1.552 -0.815  0.000
H: -5.357 0.777 0.959  0.000
H: -6.086 1.993 -0.067  0.000
H: -4.319 3.053 1.157  0.001
H: -3.839 2.989 -0.528  0.000
H: -3.522 -0.254 1.621  0.000
H: -3.470 1.052 2.807  0.000
H: -2.035 -0.748 3.579  0.000
H: -1.073 0.682 3.204  0.000
H: -1.303 -3.184 2.417  0.000
H: -0.468 -3.173 0.866  0.000
H: -3.352 -2.262 1.349  0.000
H: -2.854 -3.833 0.747  0.000
O: 2.250 3.079 -4.586  0.000
C: 1.736 2.362 -3.565  -0.001
C: 1.399 1.011 -3.709  0.000
C: 0.885 0.364 -2.607  0.000
N: 0.714 1.038 -1.480  -0.007
C: 1.057 2.304 -1.293  0.001
C: 1.577 3.026 -2.342  0.000
C: 0.867 2.709 0.184  0.002
O: 1.040 3.854 0.531  -0.003
O: 0.547 1.690 0.934  -0.005
C: 0.538 -1.124 -2.427  0.002
O: 0.548 -1.875 -3.371  0.004
O: 0.298 -1.426 -1.174  -0.002
H: 2.329 2.527 -5.374  0.000
H: 1.547 0.475 -4.638  0.000
H: 1.869 4.059 -2.227  0.000

⟨S²⟩: 0.764
E_HOMO (spin up / spin down) (Eh): -0.3123 / -0.3119
Total charge: 0
Spin multiplicity: 2
ΔE to the lowest compared entry with this formula, charge and spin (kcal/mol): 18.0
Lowest unoccupied orbital energy (spin up / spin down) (eV): 0.2 / 0.2
Orbital gap (spin up / spin down) (eV): 8.705 / 8.697
Strongest force on any atom (eV/A): 0.62

***

Record 2
A molecular structure, C15H19F16GaIO4 in a non-equilibrium geometry. Source: the OMol25 dataset; level of theory: wB97M-V/def2-TZVPD.

Last column: Löwdin charge in e.
Positions of all 56 atoms, in Å:
C: 5.604 -3.070 -3.501  -0.175
C: 4.239 -2.495 -3.842  -0.436
C: 3.280 -2.393 -2.631  -0.774
I: 3.257 -4.273 -1.532  0.809
Ga: 3.844 -0.736 -1.513  0.335
C: 4.971 -1.196 0.161  -0.225
C: 6.261 -0.510 0.053  -0.637
O: 6.587 0.483 0.687  0.041
O: 7.129 -1.039 -0.899  0.005
H: 5.575 -4.149 -3.544  0.035
H: 6.369 -2.684 -4.162  0.068
H: 5.833 -2.801 -2.478  0.029
H: 4.367 -1.470 -4.161  0.059
H: 3.735 -3.089 -4.603  0.085
H: 2.294 -2.285 -3.057  -0.003
H: 4.720 0.205 -2.483  -0.047
H: 2.554 0.089 -1.015  -0.089
H: 4.462 -0.782 1.017  0.042
H: 5.101 -2.267 0.296  0.035
H: 7.351 -1.940 -0.638  0.095
C: -0.957 -0.734 1.537  -0.047
C: -2.373 -1.334 1.610  -0.436
C: -2.803 -1.994 2.921  -0.306
F: -2.049 -3.066 3.223  0.099
F: -4.089 -2.421 2.797  0.082
F: -2.573 -2.177 0.577  0.138
F: -3.232 -0.284 1.444  0.089
O: 0.066 -1.471 0.908  0.047
C: 0.838 -2.390 1.584  -0.532
C: 0.678 -3.794 1.008  -0.323
F: -0.615 -4.201 1.088  0.080
F: 1.424 -4.660 1.735  0.075
F: 0.603 -2.360 2.922  0.133
F: 2.121 -2.043 1.408  0.136
H: -1.071 0.139 0.896  0.134
H: -0.638 -0.350 2.507  0.148
H: -2.758 -1.276 3.744  0.170
H: 1.000 -3.827 -0.041  0.057
C: -4.354 4.754 1.606  -0.039
C: -3.400 3.558 1.435  -0.443
C: -2.350 3.634 0.324  -0.302
F: -2.923 3.716 -0.893  0.102
F: -1.604 2.508 0.359  0.100
F: -4.113 2.421 1.321  0.134
F: -2.694 3.476 2.601  0.101
O: -5.660 4.659 1.060  0.046
C: -5.948 5.017 -0.234  -0.541
C: -6.460 3.829 -1.053  -0.289
F: -5.546 2.845 -1.096  0.110
F: -6.702 4.244 -2.319  0.097
F: -4.914 5.634 -0.836  0.152
F: -6.962 5.914 -0.178  0.137
H: -4.533 4.804 2.679  0.147
H: -3.873 5.695 1.340  0.146
H: -1.690 4.494 0.473  0.174
H: -7.382 3.441 -0.615  0.175

E_HOMO (Eh): -0.1921
Total charge: -1
ΔE to the lowest compared entry with this formula, charge and spin (kcal/mol): 0.0
Lowest unoccupied orbital energy (eV): 1.9
Orbital gap (eV): 7.082
Strongest force on any atom (eV/A): 1.40

***

Record 3
A molecular structure, C15H19F6OP2RuS3. Source: the OMol25 dataset; level of theory: wB97M-V/def2-TZVPD.

Last column: Löwdin spin population.
Positions of all 47 atoms, in Å:
Ru: 0.784 -1.022 -0.525  3.528
S: 4.813 -2.522 0.036  0.106
C: 3.255 -2.267 -0.370  0.051
S: 2.761 -1.367 -1.803  0.338
S: 1.899 -2.805 0.617  0.353
C: 3.687 1.416 0.460  0.019
P: 2.088 0.753 1.024  0.124
C: 2.480 0.094 2.678  0.015
C: 1.064 2.222 1.389  0.013
C: 1.609 3.336 2.027  0.004
C: 0.824 4.438 2.323  0.001
C: -0.523 4.439 1.987  0.001
C: -1.075 3.340 1.351  0.003
C: -0.295 2.225 1.043  0.010
P: -1.011 0.782 0.183  0.116
C: -2.031 1.482 -1.147  0.022
C: -2.244 0.123 1.347  0.019
H: 4.177 2.026 1.219  0.004
H: 3.536 2.002 -0.446  0.000
H: 4.329 0.568 0.214  0.001
H: 2.915 0.860 3.320  0.004
H: 3.181 -0.733 2.557  0.002
H: 1.572 -0.297 3.137  0.000
H: 2.658 3.345 2.297  0.001
H: 1.262 5.295 2.817  0.000
H: -1.140 5.297 2.218  0.000
H: -2.126 3.348 1.091  0.000
H: -2.795 2.164 -0.772  0.005
H: -2.508 0.645 -1.655  0.000
H: -1.393 2.004 -1.860  0.001
H: -2.986 0.876 1.619  0.005
H: -1.746 -0.234 2.249  0.001
H: -2.733 -0.723 0.862  0.000
C: -0.732 -3.944 -1.901  0.002
C: -1.552 -2.656 -1.971  0.022
O: -1.115 -1.669 -1.123  0.215
C: -1.502 -2.117 -3.421  0.004
F: -0.224 -1.883 -3.766  0.003
F: -2.005 -2.971 -4.323  0.002
F: -2.157 -0.954 -3.564  0.000
C: -3.010 -2.968 -1.564  0.005
F: -3.042 -3.386 -0.287  0.000
F: -3.807 -1.888 -1.638  0.001
F: -3.570 -3.931 -2.313  0.002
H: 0.305 -3.715 -2.139  0.000
H: -1.104 -4.698 -2.593  0.000
H: -0.774 -4.330 -0.884  0.000

⟨S²⟩: 8.769
E_HOMO (spin up / spin down) (Eh): -0.2708 / -0.3043
Total charge: 0
Spin multiplicity: 6
ΔE to the lowest compared entry with this formula, charge and spin (kcal/mol): 0.0
Lowest unoccupied orbital energy (spin up / spin down) (eV): 0.1 / -1.8
Orbital gap (spin up / spin down) (eV): 7.447 / 6.528
Strongest force on any atom (eV/A): 0.23

***

Look up the strongest force on any atom of the third one.
0.23 eV/A

***

Number 3 is which compound?
C15H19F6OP2RuS3